No. 1
Molecular formula: C6H7NO
Method: DFT, ωB97M-V/def2-TZVPD

Last column: Mulliken charge in e.
Atoms and positions in Å:
C 0.92 0.60 -0.07  0.731
C 1.87 -0.48 -0.19  -0.582
C 1.06 -1.63 -0.01  -0.500
C -0.31 0.12 0.18  0.079
C -1.67 0.75 0.02  -0.459
C -2.73 -0.01 -0.20  -0.718
H 0.50 2.37 -0.25  0.345
H 2.98 -0.34 -0.13  0.340
H 1.43 -2.65 -0.16  0.380
H -1.06 -1.95 0.93  0.387
H -1.63 1.76 0.29  0.317
H -2.54 -1.07 -0.20  0.315
H -3.90 0.28 -0.16  0.199
N -0.25 -1.34 0.08  -0.298
O 1.39 1.86 0.09  -0.536

- lowest unoccupied orbital energy (eV) = 0.31
- total energy (Ha) = -362.6858
- charge = 0
- frontier orbital gap (eV) = 8.1968
- E_HOMO (eV) = -7.88
- energy above the lowest of the compared OMol25 structures with the same formula, charge and spin (kJ/mol) = 335.27

No. 2
Molecular formula: C22H45N2O2P3PtS
Method: DFT, ωB97M-V/def2-TZVPD

Last column: Mulliken charge in e.
Atoms and positions in Å:
P 2.70 -0.71 -0.74  0.711
C 3.39 -0.97 0.95  -1.052
H 4.49 -1.06 0.89  0.615
H 2.98 -1.89 1.39  0.318
H 3.14 -0.13 1.60  0.151
C 3.37 -2.20 -1.56  -1.406
H 3.28 -2.12 -2.65  0.404
H 2.78 -3.07 -1.24  0.379
H 4.42 -2.35 -1.28  0.513
C 3.87 0.59 -1.32  -1.211
H 4.89 0.18 -1.34  0.483
H 3.83 1.46 -0.66  0.401
H 3.56 0.90 -2.33  0.318
P -0.83 2.88 -1.25  0.347
C -0.82 3.80 0.33  -0.921
H -1.29 4.79 0.21  0.575
H 0.21 3.95 0.69  0.398
H -1.38 3.23 1.09  0.049
C 0.22 3.85 -2.38  -1.097
H 0.13 3.46 -3.40  0.340
H 1.26 3.77 -2.06  0.345
H -0.08 4.91 -2.35  0.519
C -2.56 2.88 -1.80  -1.088
H -2.89 3.90 -2.03  0.510
H -3.19 2.47 -1.00  0.268
H -2.67 2.25 -2.70  0.310
P -1.97 -1.99 -0.69  0.947
C -2.89 -2.35 0.87  -1.202
H -3.56 -3.21 0.71  0.565
H -3.48 -1.46 1.14  0.416
H -2.21 -2.57 1.71  0.288
C -3.45 -1.95 -1.79  -1.258
H -4.15 -2.74 -1.47  0.522
H -3.18 -2.06 -2.84  0.365
H -3.93 -0.97 -1.66  0.352
C -1.27 -3.67 -0.98  -1.221
H -2.09 -4.40 -1.01  0.471
H -0.58 -3.92 -0.16  0.371
H -0.71 -3.69 -1.92  0.329
Pt -0.01 0.65 -1.02  2.331
C 1.18 1.35 0.20  -0.244
O 1.82 1.89 1.02  -0.375
C -1.13 0.24 0.64  -0.852
O -2.17 0.74 1.01  -0.341
C -1.28 -0.30 -4.09  -0.549
C -0.64 -1.52 -3.94  -0.716
C 0.76 -1.58 -3.89  -0.619
C 1.50 -0.40 -4.00  -0.636
C 0.86 0.82 -4.15  -0.672
C -0.54 0.88 -4.20  -0.856
H -2.37 -0.26 -4.18  0.559
H -1.21 -2.45 -3.89  0.907
H 1.26 -2.55 -3.80  0.562
H 2.60 -0.45 -4.01  0.855
H 1.45 1.73 -4.30  0.535
H -1.04 1.82 -4.39  0.872
C 2.17 0.19 4.36  -0.878
N 1.03 -0.59 3.89  0.389
C 1.09 -2.04 4.09  -0.761
C -0.01 -0.06 3.21  -0.770
S -0.15 -0.90 1.63  0.139
N -1.03 0.63 3.77  0.451
C -1.12 2.08 3.83  -0.794
C -2.16 -0.10 4.34  -0.772
H 2.14 0.23 5.46  0.335
H 2.12 1.20 3.94  0.312
H 3.10 -0.29 4.03  0.394
H 1.05 -2.24 5.17  0.359
H 0.22 -2.51 3.61  0.324
H 2.01 -2.46 3.67  0.363
H -2.08 2.40 3.39  0.391
H -1.09 2.43 4.88  0.384
H -0.29 2.53 3.28  0.245
H -3.09 0.26 3.89  0.339
H -2.04 -1.17 4.12  0.289
H -2.21 0.03 5.43  0.370

- lowest unoccupied orbital energy (spin up / spin down) (eV) = -13.69 / -15.90
- ⟨S²⟩ = 6.0820
- total energy (Ha) = -2665.0888
- charge = +4
- frontier orbital gap (spin up / spin down) (eV) = 5.5785 / 4.0421
- spin multiplicity = 5
- E_HOMO (spin up / spin down) (eV) = -19.27 / -19.94
- energy above the lowest of the compared OMol25 structures with the same formula, charge and spin (kJ/mol) = 160.14

No. 3
Molecular formula: C45H31N6O2S3W
Method: DFT, ωB97M-V/def2-TZVPD

Last column: Mulliken charge in e.
Atoms and positions in Å:
W -0.08 -0.28 0.23  0.791
S 4.64 -0.17 -3.05  -0.077
C 6.23 -0.08 -3.68  -0.377
C 7.17 -0.09 -2.69  -0.602
C 6.62 -0.17 -1.40  -0.522
C 5.24 -0.22 -1.41  0.380
C 4.33 -0.30 -0.30  0.636
C 2.96 -0.47 -0.52  -0.228
N 2.03 -0.53 0.43  0.404
C 2.47 -0.41 1.73  -0.156
C 3.84 -0.26 2.07  0.848
C 4.18 -0.12 3.45  -1.109
C 3.24 -0.12 4.42  -1.105
C 1.85 -0.23 4.10  0.723
C 0.84 -0.18 5.05  -0.923
C -0.50 -0.24 4.65  0.885
C -0.77 -0.34 3.28  -0.623
N 0.17 -0.40 2.34  -0.158
C 1.49 -0.37 2.74  -0.505
C -1.56 -0.18 5.62  0.400
C -2.92 -0.04 5.42  -0.429
C -3.65 -0.02 6.62  -0.577
C -2.86 -0.14 7.72  -0.393
S -1.20 -0.27 7.33  -0.184
C 4.77 -0.22 1.04  -0.955
H 6.38 -0.02 -4.74  0.437
H 8.23 -0.05 -2.88  0.427
H 7.22 -0.20 -0.51  0.373
H 2.61 -0.54 -1.55  0.127
H 5.23 0.00 3.69  0.459
H 3.51 0.00 5.46  0.479
H 1.09 -0.07 6.10  0.467
H -1.80 -0.34 2.93  0.321
H -3.37 0.05 4.45  0.473
H -4.72 0.09 6.67  0.412
H -3.16 -0.16 8.75  0.448
H 5.81 -0.09 1.27  0.432
N 0.25 6.70 -1.31  0.012
C 0.17 7.99 -0.89  0.700
C -0.07 9.19 -1.55  -1.001
C -0.10 10.33 -0.78  -0.422
C 0.08 10.28 0.61  -0.493
C 0.32 9.10 1.27  -0.810
C 0.38 7.94 0.51  0.618
N 0.60 6.66 0.89  -0.615
C 0.51 5.93 -0.20  0.012
C 0.60 4.50 -0.19  0.895
C 0.21 3.68 -1.26  -1.077
C 0.17 2.32 -1.09  -0.553
N 0.51 1.70 0.06  0.478
C 0.96 2.49 1.07  0.039
C 1.02 3.85 0.99  -0.882
H 0.19 6.38 -2.27  0.187
H -0.21 9.23 -2.62  0.392
H -0.28 11.28 -1.25  0.393
H 0.02 11.21 1.17  0.393
H 0.45 9.05 2.34  0.455
H -0.08 4.11 -2.21  0.355
H -0.15 1.68 -1.91  0.396
H 1.27 1.99 1.99  0.281
H 1.36 4.45 1.82  0.599
N -1.80 0.23 0.24  0.110
C -2.95 0.89 0.29  -0.126
C -3.01 2.17 0.89  0.248
C -4.19 2.88 0.90  -0.860
C -5.35 2.34 0.35  -0.456
C -5.31 1.07 -0.22  -0.634
C -4.13 0.36 -0.26  -0.306
H -2.10 2.58 1.32  0.426
H -4.21 3.86 1.34  0.415
H -6.27 2.90 0.37  0.411
H -6.21 0.65 -0.64  0.396
H -4.09 -0.62 -0.73  0.442
O -1.32 -6.90 0.67  -0.472
C -0.07 -6.47 0.44  0.474
O 0.87 -7.19 0.56  -0.527
C 0.06 -5.04 -0.02  0.486
C 1.07 -4.73 -0.93  -0.896
C 1.15 -3.49 -1.50  -0.726
C 0.19 -2.51 -1.19  0.698
S 0.09 -1.01 -2.10  -0.498
C -0.77 -2.78 -0.19  -0.267
C -0.83 -4.05 0.38  -1.061
H -2.01 -6.26 0.44  0.334
H 1.77 -5.51 -1.21  0.471
H 1.91 -3.26 -2.24  0.517
H -1.63 -2.10 -0.06  0.539
H -1.60 -4.26 1.12  0.505

- lowest unoccupied orbital energy (spin up / spin down) (eV) = -3.56 / -3.92
- ⟨S²⟩ = 2.0334
- total energy (Ha) = -3473.9904
- charge = +1
- frontier orbital gap (spin up / spin down) (eV) = 4.5372 / 6.4437
- spin multiplicity = 3
- E_HOMO (spin up / spin down) (eV) = -8.09 / -10.36
- energy above the lowest of the compared OMol25 structures with the same formula, charge and spin (kJ/mol) = 127.29

The maximum force results, record by record, are as follows: 5.8; 7.9; 2.7 eV/A.